[1]
Molecular formula: C29H50N2O2OsP2S3
Method: DFT, ωB97M-V with the def2-TZVPD basis set

Positions of all 89 atoms, in Å:
Os  0.4782  -0.0316  0.1027
C  -0.5452  -5.5641  -2.0127
C  -1.9234  -4.9423  -2.0534
O  -2.0212  -3.8975  -1.0756
P  -1.8710  -2.3538  -1.4792
S  -1.4178  -1.4766  0.2833
S  -0.7884  -2.0275  -3.0586
O  -3.4390  -2.0255  -1.7476
C  -3.7996  -0.6733  -2.0190
C  -5.2285  -0.6575  -2.5116
H  -0.4807  -6.3787  -2.7379
H  -0.3335  -5.9636  -1.0204
H  0.2117  -4.8193  -2.2568
H  -2.6951  -5.6655  -1.7831
H  -2.1466  -4.5473  -3.0460
H  -3.1192  -0.2583  -2.7694
H  -3.6867  -0.0930  -1.0979
H  -5.3324  -1.2909  -3.3930
H  -5.5238  0.3591  -2.7789
H  -5.9090  -1.0233  -1.7419
N  2.1330  1.0406  -0.6192
S  3.3363  0.2244  -1.3851
C  2.5895  0.0953  -3.0316
C  1.4260  0.7311  -3.4251
C  0.9992  0.6210  -4.7419
C  1.7303  -0.1162  -5.6596
C  2.8925  -0.7627  -5.2558
C  3.3217  -0.6549  -3.9436
C  3.4771  -1.3152  -0.7432
C  2.2206  -2.0456  -0.2807
C  2.5466  -3.4987  -0.0078
C  3.8027  -3.9555  0.0990
C  4.9695  -3.1337  -0.1387
C  4.7664  -1.8599  -0.5764
H  2.5736  1.6502  0.0629
H  0.8458  1.2792  -2.6972
H  0.0748  1.0981  -5.0419
H  1.3899  -0.2013  -6.6842
H  3.4608  -1.3558  -5.9616
H  4.2109  -1.1765  -3.6068
H  1.4559  -2.0348  -1.0895
H  1.7043  -4.1575  0.1725
H  3.9473  -4.9994  0.3629
H  5.9646  -3.5420  -0.0298
H  5.6143  -1.2318  -0.8411
C  -3.4789  3.8916  2.1339
C  -2.5852  2.6488  2.0544
C  -3.3524  1.5323  1.3308
C  -2.3453  2.1227  3.4778
P  -0.8902  2.8731  1.2205
N  -0.2829  1.4980  0.9257
C  -1.1070  3.9181  -0.3412
C  0.1861  3.8278  -1.1715
C  -2.2094  3.2609  -1.1869
C  -1.4491  5.3972  -0.1400
C  0.2446  3.8172  2.4049
C  -0.3683  5.0229  3.1239
C  1.4453  4.3183  1.5866
C  0.8009  2.8269  3.4442
H  -4.3423  3.6572  2.7654
H  -3.8668  4.1806  1.1577
H  -2.9820  4.7560  2.5726
H  -4.1418  1.1686  1.9951
H  -2.7051  0.6927  1.0833
H  -3.8312  1.8743  0.4166
H  -3.3035  1.7800  3.8776
H  -1.9645  2.8824  4.1567
H  -1.6602  1.2741  3.4740
H  0.6464  2.8399  -1.1216
H  0.9277  4.5638  -0.8650
H  -0.0575  4.0314  -2.2183
H  -2.0574  2.1829  -1.2754
H  -2.1733  3.6914  -2.1911
H  -3.2058  3.4438  -0.7895
H  -0.6440  5.9361  0.3598
H  -2.3708  5.5619  0.4156
H  -1.5729  5.8560  -1.1266
H  -0.7570  5.7748  2.4368
H  0.4119  5.5022  3.7249
H  -1.1685  4.7414  3.8048
H  1.1946  5.1852  0.9756
H  1.8439  3.5409  0.9341
H  2.2368  4.6210  2.2769
H  0.1347  2.6932  4.2929
H  1.7457  3.2211  3.8280
H  0.9921  1.8510  2.9958
C  1.6315  -1.4200  1.0259
H  1.0513  -2.1794  1.5661
H  2.4521  -1.0921  1.6693

Cartesian forces (eV/Å) of the 6 atoms listed first:
0.37 0.02 -0.45
0.01 -0.02 -0.02
-0.04 0.00 0.01
0.03 0.00 -0.05
-0.10 0.18 0.18
-0.17 -0.36 0.30

As for the spin multiplicity: 2. The net charge is -1.

[2]
Molecular formula: C29H50P2Pr
Method: DFT, ωB97M-V with the def2-TZVPD basis set

Positions of all 82 atoms, in Å:
Pr  2.3321  -0.1828  -1.5010
C  -0.7356  -1.3012  0.9377
C  -0.3593  -2.3271  0.0399
C  1.5672  -1.3721  0.8951
C  0.4402  -0.6524  1.3879
C  1.0633  -2.3597  -0.0239
C  -2.1125  -0.8879  1.2934
H  -2.3571  0.0987  0.8769
H  -2.2556  -0.7912  2.3775
H  -2.8233  -1.6257  0.9133
C  0.5062  0.5977  2.1750
H  -0.5084  0.9715  2.3652
H  1.0354  1.3669  1.5943
H  1.0435  0.4779  3.1321
C  2.9786  -1.0838  1.2876
H  3.1051  -1.4884  2.3019
H  3.1808  -0.0029  1.3512
H  3.7139  -1.5873  0.6406
C  1.8136  -3.0239  -1.1314
H  1.4144  -4.0306  -1.3065
H  2.8921  -3.1055  -0.9253
H  1.6713  -2.5146  -2.1276
C  -1.2701  -3.1635  -0.7685
H  -0.7161  -3.9789  -1.2453
H  -1.7122  -2.5267  -1.5491
H  -2.0817  -3.5736  -0.1507
C  -2.5822  2.5747  -1.0489
C  -3.8138  2.7206  -1.5506
C  -4.2613  2.3542  -2.9176
C  -3.2103  2.2921  -4.0490
C  -2.6678  0.8921  -4.1622
C  -2.3974  0.0499  -3.1422
C  -1.6629  0.3297  -1.8698
C  -1.4101  1.8304  -1.6328
H  -5.0730  3.0064  -3.2531
H  -2.4166  3.0565  -3.9540
H  -4.6907  1.3522  -2.8009
H  -1.0562  2.2123  -2.5921
H  -2.4247  2.9437  -0.0290
H  -4.6238  3.0788  -0.9008
H  -0.5185  1.9656  -0.9982
H  -2.2082  -0.1173  -1.0198
H  -2.6625  -1.0053  -3.2002
H  -0.6717  -0.1898  -1.8930
H  -3.7019  2.5027  -5.0164
H  -2.4784  0.5689  -5.1869
P  0.7465  0.9187  -4.0177
C  0.4827  2.7367  -4.4547
C  0.4741  0.4346  -5.8494
P  3.1931  -0.9277  -3.9129
C  2.5782  0.9174  -4.0369
C  2.2422  -2.1061  -4.9775
C  4.7521  -0.5921  -4.7946
H  0.3973  3.3778  -3.5714
H  -0.4320  2.8701  -5.0518
H  1.3393  3.0803  -5.0527
H  1.3229  0.6779  -6.5150
H  -0.4166  0.9623  -6.2289
H  0.2604  -0.6391  -5.9342
H  4.5918  -0.0143  -5.7165
H  5.2674  -1.5423  -4.9802
H  5.3704  -0.0085  -4.0983
H  2.9238  1.5072  -3.1439
H  2.9791  1.4616  -4.9119
H  2.6463  -3.1106  -4.7590
H  2.3021  -1.8915  -6.0523
H  1.1790  -2.1567  -4.6985
C  2.0426  3.9774  0.9673
C  3.2261  3.0448  0.7304
C  4.4332  3.7998  0.1804
C  3.6801  2.3544  2.0109
C  2.6322  2.1352  -0.2715
C  1.6716  1.9297  -1.0693
H  2.3274  4.8520  1.5501
H  1.2510  3.4400  1.5032
H  1.6585  4.2864  -0.0150
H  4.6697  4.6030  0.8828
H  5.3101  3.1514  0.1129
H  4.2339  4.2377  -0.7989
H  2.8751  1.8100  2.5114
H  4.5272  1.6872  1.8220
H  4.0219  3.1183  2.7156

Cartesian forces (eV/Å) of the 6 atoms listed first:
-2.30 -2.07 3.64
1.32 0.24 -0.23
1.05 0.70 0.50
-0.61 1.19 -1.45
0.05 -1.09 -0.39
-0.48 0.45 -0.26

As for the spin multiplicity: 3. The net charge is +1.

[3]
Molecular formula: C29H51F3INO10P
Method: DFT, ωB97M-V with the def2-TZVPD basis set

Positions of all 96 atoms, in Å:
C  -0.6051  -5.4315  2.2034
C  -0.3276  -4.5208  0.8758
C  0.0022  -3.0507  1.4152
N  0.6733  -2.1612  0.3961
C  2.0470  -1.7911  0.6591
C  2.9127  -0.8934  -0.2428
C  4.4625  -0.5205  0.0571
O  4.9187  -0.9717  1.3518
C  4.4553  -0.1716  2.4152
F  3.7166  0.9673  2.0469
F  3.6358  -0.8933  3.3483
F  5.6113  0.2045  3.1725
C  2.2330  -0.3486  -1.5535
I  3.2179  0.9291  -2.9979
C  0.7429  -0.7596  -1.8413
C  -0.0056  -1.6830  -0.8072
C  -1.5115  -2.0883  -1.1579
C  -2.5825  -1.3651  -0.1657
C  -3.9558  -2.1988  -0.2616
P  -5.2407  -1.3166  0.8536
O  -5.2009  -1.9866  2.2335
O  -6.7610  -1.5612  0.0745
C  -7.7261  -2.1569  0.9904
C  -7.5346  -3.7508  0.9963
O  -4.8233  0.3288  0.8433
C  -4.2944  0.7751  2.1280
C  -3.2680  1.9955  1.7867
H  -1.5718  -5.0321  2.6967
H  0.2878  -5.4509  2.9118
H  -0.8660  -6.5111  1.8821
H  -1.3159  -4.5783  0.2799
H  0.5297  -5.0221  0.3045
H  0.7481  -3.1867  2.2897
H  -0.9137  -2.5363  1.8877
H  2.5378  -2.2224  1.5975
H  4.7024  0.5745  -0.1849
H  5.0580  -1.1367  -0.7214
H  0.2015  -0.4199  -2.7964
H  -1.7402  -1.6636  -2.2100
H  -1.6841  -3.2188  -1.2436
H  -2.7517  -0.3061  -0.5845
H  -2.1998  -1.2334  0.9008
H  -3.7381  -3.2524  0.1230
H  -4.3170  -2.1871  -1.3568
H  -7.7436  -1.6917  2.0336
H  -8.7727  -1.9622  0.5367
H  -7.9340  -4.1831  0.0058
H  -8.0550  -4.2197  1.9039
H  -6.4199  -4.0560  1.0589
H  -5.1390  1.2414  2.7355
H  -3.6747  -0.0010  2.6859
H  -2.2347  1.4837  1.6715
H  -3.4899  2.4987  0.7902
H  -3.1674  2.7102  2.6694
O  -1.6340  3.3471  -0.4624
C  -0.5491  3.8536  -0.2748
O  0.0119  4.6038  -1.2351
C  1.2029  5.3899  -1.0533
C  2.4406  4.5413  -1.2535
C  0.2215  3.5819  0.9850
H  1.1942  5.9047  -0.0893
H  1.1749  6.1693  -1.8186
H  2.5000  3.7349  -0.5178
H  3.3428  5.1510  -1.1711
H  2.4213  4.0694  -2.2398
H  0.7410  2.6261  0.8883
H  -0.4835  3.5264  1.8164
H  0.9368  4.3612  1.2426
O  2.2644  7.0742  0.8908
C  3.3518  7.5789  1.0794
O  3.9129  8.3319  0.1182
C  5.1027  9.1180  0.2988
C  6.3471  8.2766  0.0979
C  4.1220  7.3025  2.3374
H  5.0903  9.6307  1.2632
H  5.0708  9.8981  -0.4653
H  6.4112  7.4704  0.8320
H  7.2443  8.8927  0.1824
H  6.3333  7.8060  -0.8886
H  4.6395  6.3465  2.2378
H  3.4172  7.2460  3.1687
H  4.8384  8.0792  2.5969
O  -2.6749  -5.9164  -2.2361
C  -1.6321  -6.1183  -2.8178
O  -0.4723  -5.7052  -2.2690
C  0.8300  -6.0428  -2.7738
C  1.2445  -5.0993  -3.8851
C  -1.6178  -6.7420  -4.1826
H  0.8741  -7.0925  -3.0722
H  1.5207  -5.9317  -1.9339
H  0.5697  -5.1642  -4.7411
H  2.2565  -5.3282  -4.2251
H  1.2147  -4.0633  -3.5362
H  -1.8268  -5.9740  -4.9295
H  -2.3971  -7.5046  -4.2221
H  -0.6851  -7.2457  -4.4292

Cartesian forces (eV/Å) of the 6 atoms listed first:
-0.87 -0.01 -0.82
-0.80 -0.85 1.26
0.03 -1.13 0.94
1.57 2.33 -2.35
0.76 1.60 -2.37
-3.32 -0.45 -0.89

As for the spin multiplicity: 1. The net charge is +1.

[4]
Molecular formula: C29H52Cl2N3O2P2SSi4Ta
Method: DFT, ωB97M-V with the def2-TZVPD basis set

Positions of all 96 atoms, in Å:
Ta  -0.0242  0.4546  -0.0756
O  -0.5371  -4.0333  0.8709
C  -1.2967  -4.5452  1.9809
O  -1.9151  -3.6777  -1.5359
C  -3.2447  -3.2276  -1.4134
H  -2.3725  -4.5751  1.7443
H  -1.1512  -3.8263  2.7883
H  -0.9488  -5.5456  2.3062
H  -3.9964  -4.0110  -1.4734
H  -3.4039  -2.4529  -2.1616
H  -3.2614  -2.7174  -0.3775
C  -0.4099  -4.9393  -0.2226
C  -1.6522  -5.0011  -1.1050
H  -0.1605  -5.9462  0.1282
H  0.4158  -4.5361  -0.8153
H  -2.5039  -5.4612  -0.5609
H  -1.3989  -5.6056  -1.9923
Cl  -1.2395  -0.9847  -1.2755
Cl  -2.8854  -1.9293  1.1980
N  0.4645  2.1522  -1.0156
P  2.2020  -0.5764  -1.0885
P  -1.9998  1.8593  0.9575
C  -2.0642  3.4592  0.1123
C  -1.3858  2.1798  2.6272
C  3.1324  0.8812  -1.6187
C  3.0965  -1.3191  0.2795
Si  2.2463  -0.8883  1.9408
H  4.1409  -0.9575  0.2630
H  3.1134  -2.4148  0.1452
C  3.5556  -0.0368  2.9865
C  1.6753  -2.4960  2.6807
Si  -0.0571  0.8755  3.1324
H  -2.2145  2.1703  3.3460
H  -0.9227  3.1852  2.6700
C  -0.9743  -0.4795  4.0249
C  1.1065  1.8174  4.2786
Si  -0.4391  3.7188  -0.8531
H  -2.1954  4.2460  0.8808
H  -2.9454  3.4827  -0.5525
C  0.5449  5.0124  0.0815
C  -0.8305  4.3647  -2.5742
Si  1.8516  2.1769  -2.1727
H  3.8020  0.5866  -2.4413
H  3.7470  1.2699  -0.7856
C  -3.7396  1.2658  0.9290
C  -4.3479  0.7475  2.0868
H  -3.8429  0.8275  3.0518
C  -5.5586  0.0649  1.9777
H  -5.9702  -0.4239  2.8625
C  -6.2136  -0.0392  0.7507
H  -7.1434  -0.6016  0.6736
C  -5.6585  0.5636  -0.3859
H  -6.1727  0.4955  -1.3412
C  -4.4202  1.1931  -0.3024
H  -3.9620  1.6358  -1.1944
C  2.2316  -1.7186  -2.5215
C  1.1620  -1.7707  -3.4274
H  0.2743  -1.1479  -3.2834
C  1.2196  -2.5871  -4.5514
H  0.3945  -2.5704  -5.2612
C  2.3277  -3.4143  -4.7600
H  2.3445  -4.1053  -5.6081
C  3.3909  -3.3907  -3.8431
H  4.2594  -4.0337  -3.9973
C  3.3474  -2.5459  -2.7334
H  4.1922  -2.4959  -2.0350
H  -1.3057  3.5929  -3.1966
H  0.0637  4.7368  -3.0998
H  -1.5350  5.2072  -2.4815
H  0.7713  4.7130  1.1126
H  -0.0337  5.9483  0.1082
H  1.4994  5.2188  -0.4100
C  1.2251  1.8526  -3.9017
C  2.7759  3.8167  -2.1477
H  0.4132  1.1127  -3.9204
H  2.0455  1.4640  -4.5271
H  0.8568  2.7839  -4.3604
H  3.2166  3.9935  -1.1507
H  2.1637  4.6844  -2.4388
H  3.6019  3.7304  -2.8737
H  1.2055  -3.1447  1.9248
H  0.9315  -2.3261  3.4686
H  2.5325  -3.0244  3.1251
H  3.5680  1.0420  2.7716
H  4.5559  -0.4336  2.7460
H  3.3979  -0.1821  4.0642
H  -1.7593  -0.0200  4.6498
H  -0.2934  -1.0507  4.6727
H  -1.4577  -1.1520  3.2919
H  1.7253  2.5285  3.7081
H  1.7748  1.1535  4.8448
H  0.5258  2.3909  5.0226
N  0.7879  0.1606  1.7280
S  3.1942  3.2785  1.4364
C  4.0688  4.6342  1.6693
N  4.7057  5.6331  1.7651

Cartesian forces (eV/Å) of the 6 atoms listed first:
0.18 0.53 0.33
-0.01 -1.00 0.27
0.04 0.14 -0.48
0.44 -1.14 -0.68
-0.21 0.99 1.57
0.38 -0.01 0.10

As for the spin multiplicity: 1. The net charge is 0.

[5]
Molecular formula: C29H52Cl3N5OPbSi
Method: DFT, ωB97M-V with the def2-TZVPD basis set

Positions of all 92 atoms, in Å:
Pb  -0.0294  0.3607  0.4870
N  1.8689  -0.7772  -0.7132
C  2.7123  0.0399  -1.5864
C  2.2108  1.4883  -1.7002
N  0.7570  1.6034  -1.8197
C  0.3236  2.9953  -1.7212
C  -1.0450  3.1284  -1.0472
N  -0.9262  2.7539  0.3606
C  0.3453  0.9591  -3.0749
C  -1.1517  0.8588  -3.3629
N  -1.8470  0.1159  -2.3211
H  2.4391  -1.4369  -0.1989
H  1.2104  -1.3513  -1.2878
H  2.7884  -0.4029  -2.5846
H  3.7224  0.0900  -1.1703
H  2.7154  1.9436  -2.5690
H  2.5186  2.0238  -0.8002
H  0.2984  3.4834  -2.7069
H  1.0463  3.5426  -1.1062
H  -1.7520  2.4336  -1.4945
H  -1.4008  4.1626  -1.1688
H  -1.8292  2.7735  0.8211
H  -0.3133  3.4013  0.8486
H  0.7106  -0.0672  -3.0494
H  0.8224  1.4742  -3.9266
H  -1.2223  0.3701  -4.3501
H  -1.6088  1.8503  -3.4624
H  -1.3356  -0.7606  -2.1852
H  -2.7790  -0.1258  -2.6506
Cl  0.2237  -7.4164  -4.5796
C  0.2029  -5.8417  -3.8603
C  -0.1693  -5.6924  -2.5349
C  -0.2062  -4.4302  -1.9899
Cl  -0.6491  -4.2455  -0.3156
C  0.1214  -3.2462  -2.7033
O  0.0701  -2.0864  -2.1905
C  0.5340  -3.4953  -4.0402
Cl  1.0447  -2.1349  -4.9822
C  0.5744  -4.7430  -4.6161
H  -0.4175  -6.5510  -1.9337
H  0.9031  -4.8656  -5.6359
C  -1.3142  1.7995  3.9379
C  0.1412  2.2399  4.1524
C  0.4352  2.1345  5.6530
C  0.1802  3.7331  3.8048
Si  1.3516  1.1387  2.9549
C  3.0113  2.2233  2.6623
C  3.6803  2.7774  3.9234
C  2.7263  3.4189  1.7434
C  4.0386  1.3510  1.9343
C  1.8678  -0.5595  3.9061
C  2.9012  -0.3842  5.0208
C  0.6539  -1.2703  4.5279
C  2.4670  -1.5443  2.8937
H  -1.9975  2.5270  4.3775
H  -1.5166  0.8472  4.4186
H  -1.5454  1.7099  2.8773
H  -0.2647  2.7560  6.2169
H  1.4436  2.4642  5.8860
H  0.3219  1.1176  6.0130
H  -0.6086  4.2572  4.3504
H  0.0094  3.8913  2.7435
H  1.1246  4.1902  4.0847
H  3.0166  3.4380  4.4724
H  4.5710  3.3488  3.6563
H  3.9851  1.9847  4.5946
H  2.2275  4.2204  2.2757
H  2.1063  3.1231  0.8995
H  3.6604  3.8284  1.3540
H  4.4617  0.6062  2.6006
H  4.8666  1.9591  1.5664
H  3.5828  0.8442  1.0879
H  2.5459  0.2967  5.7866
H  3.8435  -0.0155  4.6307
H  3.1027  -1.3480  5.4912
H  -0.0694  -0.5744  4.9369
H  0.9728  -1.9168  5.3453
H  0.1583  -1.9038  3.7968
H  3.3961  -1.1708  2.4776
H  1.7768  -1.7308  2.0723
H  2.6797  -2.4952  3.3835
C  -4.3266  -2.3121  2.4965
C  -4.3183  -2.1297  1.1225
C  -3.2485  -1.4659  0.5407
N  -2.2344  -0.9981  1.2540
C  -2.2313  -1.1980  2.5619
C  -3.2564  -1.8368  3.2343
H  -5.1561  -2.7956  2.9872
H  -5.1290  -2.4975  0.5152
H  -3.2061  -1.2826  -0.5234
H  -1.3753  -0.8100  3.0824
H  -3.2061  -1.9572  4.3034

Cartesian forces (eV/Å) of the 6 atoms listed first:
0.00 -0.35 -0.15
0.40 -0.09 -0.06
0.07 0.18 -0.16
0.32 -0.22 0.04
0.14 0.12 -0.01
-0.31 0.07 0.10

As for the spin multiplicity: 1. The net charge is 0.

ΔE to the lowest compared entry with this formula, charge and spin readings, ordered: 0.00; 111.92; 180.84; 6.03; 9.28 kcal per mole
Molar mass readings, ordered: 807.11; 601.58; 788.60; 932.97; 828.41 g/mol
Largest force on an atom readings, ordered: 0.58; 4.78; 4.35; 4.01; 0.94 eV/Å